No. 1
Entry from the OMol25 dataset: a structure of composition C27H27BF6N4O4PS2Ti (ωB97M-V with the def2-TZVPD basis set).

The geometry in XYZ format:
```
73
Properties=species:S:1:pos:R:3:lowdin_spin:R:1
Ti -0.22714 -0.07945 -1.82186 1.73
F 2.79758 -3.88942 -0.90000 0.00
C 2.78777 -3.50305 -2.19615 0.00
F 2.89267 -4.61845 -2.93789 0.00
F 3.88188 -2.76794 -2.40454 0.00
S 1.16981 -2.61262 -2.58247 0.01
O 1.49355 -1.34263 -1.78383 0.04
O 1.29287 -2.38055 -4.03056 0.00
N -1.85054 -1.13516 -2.66048 0.03
S -2.85216 -0.14735 -2.16628 0.01
O -4.12638 -0.53716 -1.60865 0.00
O -2.13073 0.88629 -1.30043 0.02
C -3.41190 0.96302 -3.57015 0.00
F -4.55846 1.60966 -3.32371 0.00
F -3.60095 0.23160 -4.69008 0.00
F -2.48776 1.89962 -3.87630 0.00
C 2.77990 -1.06836 1.18348 0.00
C 1.92943 -1.28123 2.40141 0.00
C 2.53100 -1.88277 3.51218 0.00
C 1.82405 -2.15483 4.66629 0.00
C 0.47061 -1.84435 4.73032 0.00
C -0.13819 -1.24977 3.64311 0.00
C 0.57842 -0.93682 2.48373 0.01
P -0.28540 -0.13866 1.06585 0.02
C -1.96909 -0.82560 1.26153 0.00
C -3.10435 -0.06301 1.52273 0.00
C -4.34687 -0.65763 1.64335 0.00
C -4.47167 -2.02845 1.48343 0.00
C -3.35621 -2.78347 1.17481 0.00
C -2.09564 -2.20569 1.04718 0.00
C -0.93549 -3.09280 0.68296 0.00
C -0.40208 1.61725 1.65791 0.00
C -0.98533 1.89488 2.89529 0.00
C -1.17538 3.19130 3.34432 0.00
C -0.78543 4.25664 2.55171 0.00
C -0.16569 4.00801 1.34009 0.00
C 0.05215 2.70738 0.89552 0.00
C 0.86503 2.58826 -0.37091 0.02
H 3.26169 -2.00564 0.89996 0.00
H 3.56799 -0.34603 1.39534 0.00
H 2.21792 -0.73762 0.31446 0.00
H 3.58034 -2.14693 3.44418 0.00
H 2.31860 -2.62619 5.50670 0.00
H -0.10917 -2.07760 5.61456 0.00
H -1.20319 -1.06290 3.67845 0.00
H -3.03792 1.01217 1.57765 0.00
H -5.21951 -0.04259 1.82183 0.00
H -5.44265 -2.50203 1.55411 0.00
H -3.45579 -3.84775 0.99399 0.00
H -1.26001 -3.85516 -0.02494 0.00
H -0.52551 -3.58653 1.56835 0.00
H -0.11589 -2.55496 0.20407 0.00
H -1.31430 1.07825 3.51790 0.00
H -1.63960 3.36112 4.30745 0.00
H -0.94597 5.27631 2.87729 0.00
H 0.17329 4.84011 0.73478 0.00
H 0.79491 3.51149 -0.94586 0.00
H 0.51309 1.80780 -1.05049 0.02
N -0.19841 0.20573 -4.82389 0.01
C 0.12630 0.82113 -5.96338 0.01
C 1.00331 1.83932 -5.63836 0.00
C 1.14527 1.74918 -4.25087 0.01
N 0.41490 0.74933 -3.77022 0.02
H -0.76740 -0.61919 -4.64703 0.00
H -0.28916 0.50372 -6.90368 0.00
H 1.46518 2.54154 -6.30889 0.00
H 1.74535 2.34759 -3.58475 0.00
B 4.72432 2.66249 1.04971 0.00
C 3.30982 2.49686 0.38132 0.00
N 2.25683 2.42779 -0.07747 0.00
H 5.07161 1.57933 1.43646 0.00
H 4.51552 3.43995 1.95181 0.00
H 5.43432 3.13326 0.19652 0.00
```

Computed properties:
Orbital gap (spin up / spin down) (eV): 5.80 / 8.10
Charge: -1
LUMO level (spin up / spin down) (eV): 2.26 / 2.26
ΔE to the lowest compared entry with this formula, charge and spin (eV): 0.847
Multiplicity: 3
E (eV): -113645.233



No. 2
Entry from the OMol25 dataset: an isolated molecule of C5H4F2O at a distorted geometry (ωB97M-V with the def2-TZVPD basis set).

The geometry in XYZ format:
```
12
Properties=species:S:1:pos:R:3:lowdin_charge:R:1
O 0.15369 1.95805 -2.50320 0.11
C -0.10520 0.97002 -1.86182 -0.37
C 0.08540 0.62229 -0.34033 -0.09
C -0.16091 -0.82635 -0.12152 -0.11
C -0.91089 -1.17215 -1.35939 -0.16
F -1.60275 -2.31313 -1.41263 0.12
C -0.60021 -0.29352 -2.41463 -0.08
F -1.02781 -0.43457 -3.73288 0.05
H 1.14983 0.97591 -0.21752 0.14
H -0.68433 1.38230 0.08171 0.17
H -0.71072 -1.06144 0.70775 0.10
H 0.73643 -1.31912 -0.26365 0.12
```

Computed properties:
Orbital gap (eV): 10.11
SMILES string: O=C1CCC(F)=C1F
LUMO level (eV): 0.17
ΔE to the lowest compared entry with this formula, charge and spin (eV): 0.696
E (eV): -12730.463



No. 3
Entry from the OMol25 dataset: an isolated molecule of C4H3NOS2 (ωB97M-V with the def2-TZVPD basis set).

The geometry in XYZ format:
```
11
Properties=species:S:1:pos:R:3:lowdin_charge:R:1
S 2.09491 -1.72895 -0.00521 0.72
C 1.22965 -0.34905 -0.00220 -0.73
C 1.69123 1.03438 -0.00269 -0.14
N 0.73683 1.88813 -0.01181 0.10
O -0.46236 1.20850 -0.00402 -0.06
C -0.20700 -0.14997 0.00182 -0.39
C -1.19803 -1.05092 -0.00483 -0.43
S -2.89361 -0.73240 -0.00460 0.85
H 2.72213 1.35099 0.02469 0.12
H -0.94994 -2.07955 -0.00655 0.06
H -2.76381 0.60885 0.01540 -0.10
```

Computed properties:
Orbital gap (eV): 6.94
SMILES string: S=C1C=NO/C1=C\S
LUMO level (eV): -1.66
ΔE to the lowest compared entry with this formula, charge and spin (eV): 2.230
E (eV): -29402.102



No. 4
Entry from the OMol25 dataset: an isolated molecule of C3H6N2OS at a distorted geometry (ωB97M-V with the def2-TZVPD basis set).

The geometry in XYZ format:
```
13
Properties=species:S:1:pos:R:3:lowdin_charge:R:1
C -0.03760 0.08055 -1.02269 -0.25
C 0.27128 -1.83246 0.76677 -0.46
C 0.01717 1.53137 -1.02852 -0.05
N -0.27188 -0.91458 -1.61046 -0.11
N 0.04464 -0.55384 1.14184 -0.03
O -2.00926 -2.73810 -1.10006 -0.52
S -0.56652 -2.50237 -0.98992 0.88
H 1.33065 -2.26205 0.55017 0.10
H -0.30068 -2.68977 1.25771 0.07
H -0.86571 1.83603 -0.35045 0.13
H 0.42873 1.94033 -1.97876 0.10
H 0.84732 1.72870 -0.25676 0.11
H -0.93900 -0.35531 1.11061 0.03
```

Computed properties:
Orbital gap (eV): 8.60
LUMO level (eV): 0.35
ΔE to the lowest compared entry with this formula, charge and spin (eV): 5.557
E (eV): -19066.610